10
Properties=species:S:1:pos:R:3 method="wB97M-V/def2-TZVPD" smiles="C=COC(=O)C#N" de_lowest_kj_mol=367.2 homo_lumo_gap_ha=0.33003 multiplicity=1 e_lumo_ev=-1.13
C 1.38 0.88 -2.15
C 0.73 0.08 -1.38
C -0.41 -0.45 0.34
C -1.03 0.15 1.56
H 1.79 1.84 -1.67
H 1.95 0.69 -3.17
H 0.48 -1.10 -1.41
N -1.23 0.49 2.64
O 0.23 0.58 -0.28
O -0.18 -1.68 -0.03